Entry 1:
A structure of composition C50H45ClInN7O10S, computed with ωB97M-V/def2-TZVPD.

Structure (XYZ):
```
115
Properties=species:S:1:pos:R:3:forces:R:3
In 0.30686 -0.83491 0.12140 -0.2 0.0 -0.2
O 2.32733 -0.91575 2.94919 0.1 0.3 -0.1
C 1.86519 0.04458 2.34893 0.2 -0.1 0.5
O 1.90456 0.22240 1.06060 -0.1 -0.4 -0.5
C 1.10909 1.12266 3.07802 -0.4 -0.2 -0.3
C 1.58973 1.79101 4.16097 0.2 0.1 0.2
C 0.81320 2.78193 4.78240 -0.2 -0.3 -0.4
C -0.43641 3.09946 4.29771 0.0 0.1 0.1
C -0.96271 2.40501 3.22037 0.6 -0.4 0.0
C -0.22203 1.35240 2.56624 -0.3 0.5 0.1
O -0.70599 0.67072 1.61520 0.1 -0.2 0.0
N -2.27826 2.79781 2.76986 -0.6 0.2 0.0
O -2.93010 2.04841 2.05595 0.2 0.0 0.1
O -2.70391 3.88480 3.14480 0.1 -0.1 -0.1
N 1.31659 3.46230 5.95017 0.1 0.3 0.3
O 2.44009 3.17987 6.33869 -0.1 0.0 -0.1
O 0.59808 4.28544 6.49637 0.1 -0.1 -0.1
H 2.57404 1.57575 4.55409 0.0 -0.1 0.0
H -1.01725 3.87830 4.76708 0.0 0.0 0.0
O 3.27496 -7.53774 2.39031 -0.1 0.1 0.0
N 2.13067 -7.28795 2.72109 0.1 -0.3 0.2
O 1.35982 -8.09964 3.19840 0.1 0.1 -0.1
C 1.63841 -5.91546 2.56652 -0.3 0.4 0.2
C 0.71625 -5.51304 3.46884 0.2 -0.3 -0.1
C 0.12431 -4.22383 3.38492 0.0 0.3 -0.2
C -0.82623 -3.77602 4.31694 0.0 0.0 -0.1
C -1.41842 -2.55716 4.12605 0.0 -0.1 0.1
C -1.08311 -1.81649 2.98790 0.0 0.0 0.1
N -0.17572 -2.20842 2.11421 0.0 0.2 -0.3
C 0.45801 -3.37721 2.31351 -0.1 -0.2 0.3
C 1.49969 -3.77658 1.39960 0.2 -0.3 0.1
N 1.85205 -2.89478 0.45950 0.1 0.1 0.0
C 2.77466 -3.22121 -0.41647 0.0 0.0 0.0
C 3.40894 -4.46547 -0.40926 0.0 -0.1 0.1
C 3.07734 -5.38270 0.55481 0.0 0.1 -0.1
C 2.10093 -5.05031 1.51266 0.0 0.1 -0.1
H 0.41362 -6.18900 4.25626 0.0 0.0 0.0
H -1.07983 -4.40818 5.15877 0.0 0.0 0.0
H -2.15391 -2.17243 4.81783 0.0 0.0 0.0
H -1.58079 -0.88007 2.77144 0.1 0.0 0.0
H 3.00080 -2.46859 -1.16225 0.0 0.0 0.0
H 4.14987 -4.70332 -1.15976 0.0 0.0 0.0
H 3.56672 -6.34132 0.58312 0.0 0.0 0.0
C -1.24408 3.54258 -5.20820 0.0 0.0 0.0
C -1.91370 4.00029 -3.90122 0.0 0.1 -0.1
C -3.43021 4.01800 -4.10529 0.1 0.0 0.1
C -1.45511 5.42744 -3.56795 0.0 -0.1 0.0
C -1.48445 3.03617 -2.80706 0.0 -0.1 0.1
C -0.17263 3.03226 -2.33816 0.0 0.0 0.0
C 0.22443 2.06581 -1.43632 0.0 0.0 -0.1
N -0.58687 1.11442 -0.99125 0.1 -0.2 0.0
C -1.87245 1.15700 -1.33839 0.1 0.2 -0.1
C -2.34264 2.09502 -2.25338 0.0 0.0 0.0
C -2.77742 0.19246 -0.66953 -0.2 -0.2 0.1
C -4.14995 0.41028 -0.62049 0.0 0.0 -0.1
C -4.98243 -0.46717 0.05804 0.1 0.0 0.0
C -4.36478 -1.55262 0.67512 0.1 0.0 0.0
C -2.99912 -1.71711 0.55518 -0.2 -0.1 -0.1
N -2.21178 -0.86536 -0.09299 0.0 0.1 0.2
C -6.48978 -0.28270 0.13686 -0.1 0.0 0.1
C -6.86233 0.03109 1.59377 0.0 0.0 -0.1
C -7.17305 -1.58602 -0.30786 0.1 0.1 0.0
C -6.98542 0.85394 -0.75852 0.1 0.0 0.1
H -1.50990 4.22288 -6.01925 0.0 0.0 0.0
H -1.57185 2.53754 -5.47901 0.0 0.0 0.0
H -0.15791 3.53118 -5.10945 0.0 0.0 0.0
H -3.67741 4.73618 -4.88736 0.0 0.0 0.0
H -3.94692 4.32165 -3.19292 0.0 0.0 0.0
H -3.80691 3.04418 -4.42176 0.0 0.0 0.0
H -1.82220 6.11589 -4.32996 0.0 0.0 0.0
H -0.36897 5.50864 -3.54241 0.0 0.0 0.0
H -1.84780 5.74238 -2.60005 0.0 0.0 0.0
H 0.54759 3.76352 -2.67751 0.0 0.0 0.0
H 1.22682 2.04424 -1.03781 0.1 0.0 0.0
H -3.38087 2.07277 -2.54460 0.0 0.0 0.0
H -4.56396 1.28816 -1.09059 0.0 0.0 0.0
H -4.92521 -2.27581 1.25114 0.0 0.0 -0.1
H -2.51447 -2.58528 0.97971 0.0 0.0 0.0
H -6.54602 -0.77193 2.26055 0.0 0.0 0.0
H -7.94343 0.14850 1.68522 0.0 0.0 0.0
H -6.38027 0.95379 1.92004 0.0 0.0 0.0
H -6.93363 -2.41114 0.36163 0.0 0.0 0.0
H -6.85239 -1.85991 -1.31440 0.0 0.0 0.0
H -8.25629 -1.45745 -0.31074 0.0 0.0 0.0
H -6.57371 1.81680 -0.45213 0.0 0.0 0.0
H -8.07126 0.91969 -0.68390 0.0 0.0 0.0
H -6.73082 0.67438 -1.80508 0.0 0.0 0.0
Cl -0.67418 -3.66369 -1.19564 -0.3 -0.6 0.0
C 0.01258 -2.10428 -1.69949 0.3 0.9 0.5
H -0.70500 -1.64416 -2.37529 0.0 0.0 0.0
H 0.94635 -2.29784 -2.21494 0.0 0.0 -0.1
O 2.56827 -0.41193 -1.71998 -0.1 0.0 0.2
S 3.44984 0.79494 -1.75833 0.8 -0.2 -0.3
C 4.65823 0.41134 -3.05697 -0.3 0.3 0.1
C 5.39893 -0.75922 -3.02396 0.0 -0.1 0.0
C 6.19067 -1.09375 -4.10990 0.0 0.0 0.0
C 6.23481 -0.26313 -5.22279 0.0 0.1 0.0
C 5.50112 0.91285 -5.24423 0.0 0.0 -0.1
C 4.70636 1.25161 -4.15821 -0.1 0.0 0.1
C 4.57585 0.79069 -0.35622 -0.2 0.2 0.0
C 4.91514 -0.35776 0.33450 -0.1 -0.1 0.0
C 5.70748 -0.26013 1.46575 0.0 0.0 0.0
C 6.14043 0.98257 1.90836 0.0 0.0 0.0
C 5.79582 2.13028 1.20947 0.0 0.0 0.0
C 5.01080 2.03588 0.07078 0.0 0.0 -0.1
H 5.35143 -1.41127 -2.16143 0.0 0.0 0.0
H 6.76525 -2.01055 -4.09578 0.0 0.0 0.0
H 6.83753 -0.53682 -6.07874 0.0 0.0 0.0
H 5.53135 1.55668 -6.11328 0.0 0.0 0.0
H 4.11195 2.15734 -4.17228 0.0 0.0 0.0
H 4.51656 -1.31521 0.03421 -0.1 0.0 0.0
H 5.95998 -1.15470 2.01867 0.0 0.0 0.0
H 6.72610 1.05962 2.81495 0.0 0.0 0.0
H 6.11558 3.10289 1.55954 0.0 0.0 0.0
H 4.71525 2.92583 -0.47344 0.0 0.0 0.0
```
Forces are in eV/Å.

Strongest force on any atom: 1.1 eV Å⁻¹
Gap between HOMO and LUMO: 6.77 eV
HOMO level: -7.87 eV
ΔE to the lowest compared entry with this formula, charge and spin: 9.1 kcal/mol
Energy: -112012.42272 eV

=====

Entry 2:
A cluster of 8 separate species, C32H64O20 in total, computed with ωB97M-V/def2-TZVPD.

Structure (XYZ):
```
116
Properties=species:S:1:pos:R:3:forces:R:3
C -7.45470 -13.71477 -2.88177 0.1 -0.2 0.0
C -6.95306 -13.45934 -4.27816 0.7 0.7 -0.3
O -7.69136 -14.29799 -5.19264 0.2 -0.2 0.2
C -8.51472 -13.69832 -6.02780 -0.2 0.0 -0.4
O -8.58037 -12.51721 -6.25954 -0.1 0.2 0.1
O -9.26733 -14.63953 -6.61063 0.4 0.1 -0.2
C -10.34888 -14.17440 -7.40473 -1.3 -0.4 0.2
H -8.54147 -13.63780 -2.94922 0.0 0.0 0.5
H -7.04296 -13.00367 -2.16609 -0.2 0.3 -0.2
H -7.17601 -14.70309 -2.51149 -0.2 -0.1 -0.2
H -5.89277 -13.63516 -4.45635 -0.1 -0.5 0.2
H -7.07191 -12.41490 -4.57385 -0.4 -0.1 0.2
H -11.24806 -14.45360 -6.84483 -0.1 0.3 0.0
H -10.45187 -14.71816 -8.34223 0.7 0.0 0.0
H -10.34710 -13.10396 -7.58008 0.3 0.0 0.1
C -7.13820 -10.24856 1.22830 -0.3 0.5 0.1
C -7.91732 -10.26372 -0.05923 0.1 -0.5 -0.5
O -7.04613 -10.60622 -1.16687 0.1 0.1 0.0
C -6.36709 -9.61135 -1.73973 -0.4 0.2 0.2
O -6.51444 -8.43607 -1.52246 0.1 -0.1 0.1
O -5.51770 -10.14242 -2.61258 0.1 -0.2 0.0
C -4.66502 -9.21410 -3.27733 -0.1 0.1 -0.6
H -6.36372 -9.48372 1.16542 0.2 -0.2 0.0
H -6.73271 -11.22863 1.46072 0.1 0.0 0.1
H -7.80832 -9.90952 2.02234 0.0 -0.3 0.1
H -8.41295 -9.31149 -0.22889 0.0 0.0 -0.2
H -8.63066 -11.08466 -0.11453 -0.2 0.2 0.3
H -4.11704 -9.79708 -4.01394 0.2 -0.1 0.2
H -4.00154 -8.71659 -2.57570 0.0 0.0 0.0
H -5.24452 -8.47505 -3.83280 -0.1 0.1 0.2
C -11.38585 -12.50683 -3.03216 -0.2 0.0 -0.4
C -12.71772 -11.91743 -2.63460 -0.2 0.1 -0.2
O -12.63356 -10.48251 -2.79901 0.3 -0.2 0.2
C -13.51750 -9.77630 -2.10987 -0.3 -0.1 0.1
O -14.36483 -10.21945 -1.37542 0.0 0.1 0.0
O -13.32283 -8.48824 -2.38457 -0.1 0.2 -0.1
C -14.36002 -7.61321 -1.92180 0.1 -0.1 0.2
H -11.31425 -12.56580 -4.12063 0.1 -0.1 0.0
H -11.29919 -13.50052 -2.59286 0.2 0.0 -0.1
H -10.56473 -11.86889 -2.70787 0.0 -0.1 0.3
H -12.99730 -12.18874 -1.61942 0.1 0.3 0.1
H -13.53462 -12.24424 -3.28215 0.1 -0.2 0.0
H -14.39711 -7.59446 -0.83361 0.0 -0.1 0.0
H -15.32176 -7.94635 -2.30624 0.0 0.1 0.0
H -14.09719 -6.62992 -2.29549 0.0 0.0 -0.1
C -11.64919 -18.01411 -7.96166 0.5 -0.4 -0.2
C -11.64839 -19.43775 -8.48287 -0.7 -0.1 1.2
O -12.30305 -19.47759 -9.74993 0.4 0.0 -0.6
C -12.21855 -20.64379 -10.40031 0.0 0.4 0.2
O -11.68835 -21.63601 -9.98319 0.1 -0.3 0.0
O -12.82575 -20.50729 -11.57653 -0.2 -0.1 0.1
C -12.92360 -21.71799 -12.33334 -0.2 0.1 -0.3
H -11.26986 -18.06749 -6.94023 0.0 0.2 0.0
H -12.63753 -17.56206 -7.96141 0.0 0.0 0.0
H -10.95381 -17.41100 -8.54725 -0.1 0.1 0.0
H -12.23593 -20.06996 -7.80679 0.1 0.0 0.0
H -10.64379 -19.85827 -8.46514 0.0 0.0 -0.6
H -13.69353 -21.53756 -13.07974 0.1 0.1 0.0
H -13.23339 -22.56013 -11.72063 0.2 0.0 0.2
H -11.97392 -21.91867 -12.82396 0.0 -0.1 0.1
C -5.23363 -19.67082 3.98318 0.4 -0.7 -0.4
C -6.17392 -18.50889 4.18589 -0.2 -0.3 1.0
O -6.48940 -17.84719 2.96792 0.1 0.4 -0.3
C -5.63324 -16.89448 2.57670 -0.2 -0.4 0.0
O -4.71278 -16.46518 3.21149 0.2 0.2 0.2
O -5.97713 -16.51819 1.34492 -0.6 0.0 0.1
C -5.32746 -15.35417 0.87707 1.4 0.3 -0.6
H -5.34451 -20.12954 2.99645 -0.3 0.2 0.0
H -5.45420 -20.46885 4.69525 0.1 0.1 0.1
H -4.17249 -19.42972 4.05010 -0.1 0.3 0.2
H -5.79762 -17.83418 4.95692 0.2 0.3 -0.4
H -7.12838 -18.84534 4.59126 -0.1 -0.2 -0.4
H -5.61245 -15.18711 -0.15813 -0.5 0.0 0.1
H -4.24225 -15.50900 0.84297 -0.1 0.0 0.2
H -5.49832 -14.47071 1.48913 -0.3 -0.1 0.1
C -6.20935 -10.56039 -8.01379 0.1 0.2 0.8
C -5.49471 -11.41296 -6.97608 -0.4 0.2 -0.3
O -4.28575 -11.92912 -7.55370 0.2 0.2 0.0
C -3.56162 -12.69529 -6.74563 -0.1 0.1 -0.3
O -3.91683 -13.12065 -5.67867 0.1 -0.1 0.3
O -2.38492 -12.91532 -7.32841 -0.2 -0.2 -0.3
C -1.57102 -13.91253 -6.71711 0.2 -0.1 0.3
H -6.12433 -10.98591 -9.00834 -0.1 0.0 -0.1
H -5.82542 -9.54067 -7.98980 0.1 0.0 -0.3
H -7.24776 -10.50620 -7.68343 -0.1 0.0 -0.3
H -6.14932 -12.22099 -6.66231 0.2 -0.2 0.0
H -5.23427 -10.81354 -6.10138 0.0 -0.1 0.1
H -2.14808 -14.78731 -6.42199 -0.1 0.1 0.0
H -1.08308 -13.48971 -5.83967 0.1 -0.1 0.0
H -0.83751 -14.20694 -7.46019 0.1 0.1 0.0
C -13.63066 -11.29831 -8.55694 -0.3 0.2 -0.2
C -13.09011 -11.21754 -7.12995 1.3 0.0 0.0
C -13.90693 -12.23678 -6.34378 -0.7 0.4 1.1
O -14.68614 -12.94837 -7.27835 0.1 -0.5 -0.2
C -14.92601 -12.09253 -8.37986 -0.2 0.3 0.0
H -12.96092 -11.83011 -9.23287 0.1 -0.1 0.1
H -13.76276 -10.29924 -8.97286 -0.2 -0.1 -0.1
H -13.10943 -10.20114 -6.73775 -0.4 -0.1 0.2
H -12.02280 -11.46005 -7.11714 -0.1 -0.2 0.0
H -14.56589 -11.75057 -5.60021 -0.1 0.3 -0.4
H -13.37510 -12.94257 -5.70047 0.4 -0.1 -0.6
H -15.78836 -11.45261 -8.14716 0.1 0.2 -0.1
H -15.18912 -12.69473 -9.24675 0.0 -0.1 0.0
C -9.42052 -15.41359 1.47450 -0.9 -1.2 -0.3
C -10.73524 -16.23301 1.65808 0.4 0.0 -0.1
C -11.69900 -15.57058 0.68737 -0.4 0.1 0.0
O -10.88003 -15.18801 -0.40898 -0.2 -0.1 0.0
C -9.63257 -14.75165 0.10536 0.3 0.7 0.1
H -8.60904 -16.13509 1.41682 0.3 0.3 0.3
H -9.34901 -14.76000 2.33860 0.5 0.4 -0.3
H -11.02459 -16.27032 2.70671 -0.3 0.1 -0.1
H -10.58829 -17.26035 1.32079 0.1 0.0 0.1
H -12.24640 -14.70040 1.07984 0.4 0.1 0.2
H -12.47587 -16.24649 0.32660 0.2 -0.1 -0.2
H -9.61063 -13.65376 0.18424 -0.2 0.0 0.1
H -8.86945 -15.00917 -0.62879 0.0 -0.2 0.1
```
Forces are in eV/Å.

Strongest force on any atom: 1.5 eV Å⁻¹
Gap between HOMO and LUMO: 10.19 eV
HOMO level: -9.64 eV
ΔE to the lowest compared entry with this formula, charge and spin: 0.0 kcal/mol
SMILES: CCOC(=O)OC.CCOC(=O)OC.CCOC(=O)OC.CCOC(=O)OC.CCOC(=O)OC.CCOC(=O)OC.C1CCOC1.C1CCOC1
Energy: -75171.79506 eV

=====

Question: The highest energy belongs to which entry?
Answer: C32H64O20

=====

Question: Which of these has the lowest strongest force on any atom?
Answer: C50H45ClInN7O10S

=====

Question: The lowest ΔE to the lowest compared entry with this formula, charge and spin belongs to which entry?
Answer: C32H64O20

=====

Question: Which value of energy does entry 1 give?
Answer: -112012.42272 eV